(1)
Formula: C33H29IrN5O9S4
Source: OMol25
Level of theory: the ωB97M-V functional and the def2-TZVPD basis

## Properties
Relative energy (zero: lowest compared OMol25 entry of this formula, charge and spin), kcal per mole: 77.2
HOMO (spin up / spin down), eV: -8.62 / -8.45
Lowest unoccupied orbital energy (spin up / spin down), eV: -1.366 / -1.377
Spin multiplicity: 2
Frontier orbital gap (spin up / spin down), eV: 7.250 / 7.069

Structure (XYZ):
```
81
C33H29IrN5O9S4 | OMol25 | the ωB97M-V functional and the def2-TZVPD basis
Ir -0.15571 0.23304 -1.23885
S 0.35136 -0.56101 -3.31982
C 0.58943 0.56819 -4.59595
C 1.76968 0.34486 -5.39165
N 2.73194 0.13129 -5.98339
C -0.26495 1.58875 -4.88420
S -1.79754 1.65451 -4.05149
C 0.00286 2.55478 -5.90292
N 0.21282 3.34015 -6.71725
O -2.09217 6.19042 -0.63300
C -1.29666 5.78313 0.35448
O -1.16879 6.42423 1.36335
C -0.55015 4.50655 0.17394
C 0.30322 4.02312 1.14553
N 0.78136 2.84921 0.71963
N 0.30352 2.51297 -0.46795
C -0.52418 3.49811 -0.81214
C -1.39181 3.32607 -1.97596
O -2.13795 4.14573 -2.43587
O -1.28860 2.04585 -2.46819
H -2.11681 5.55181 -1.37135
H 0.56141 4.44046 2.10395
H 1.23308 2.09263 1.29680
C -5.92877 2.71408 1.79703
C -5.10536 1.53854 1.34923
C -5.17436 0.31563 2.00999
C -4.42298 -0.77082 1.58817
C -3.55984 -0.62654 0.51198
C -3.50832 0.57172 -0.18524
C -4.27609 1.64230 0.23336
S -2.61909 -2.01084 -0.05304
O -3.54212 -3.10045 -0.15092
O -1.87740 -1.61908 -1.24502
N -1.45519 -2.39151 1.02878
C -1.41189 -1.96008 2.43109
C -0.11602 -1.21093 2.71005
C 0.13207 0.05003 1.89398
O 1.04194 0.80249 2.27083
O -0.60674 0.21532 0.86668
H -6.37204 2.53788 2.77618
H -6.73823 2.90902 1.09064
H -5.32088 3.61793 1.85414
H -5.83594 0.20514 2.86064
H -4.52750 -1.72834 2.08358
H -2.88379 0.65158 -1.06324
H -4.23787 2.57573 -0.31845
H -0.56121 -2.24289 0.57028
H -1.45428 -2.83978 3.07591
H -2.27920 -1.34514 2.66757
H 0.72406 -1.87440 2.46635
H -0.01587 -0.97631 3.76926
O 1.21385 -1.18499 -0.53254
S 2.54520 -1.28580 -1.32056
C 2.51066 -2.94373 -2.07395
C 1.95546 -4.00270 -1.17265
C 0.57466 -4.14678 -1.05400
C 0.04082 -5.09672 -0.19516
C 0.88454 -5.91339 0.54595
C 2.26111 -5.78418 0.42236
C 2.79470 -4.83107 -0.43287
C 3.78186 -1.58503 -0.05029
C 4.10258 -0.34061 0.73649
C 4.16010 -0.40128 2.12085
C 4.52004 0.71709 2.85812
C 4.81057 1.90880 2.21412
C 4.74498 1.97979 0.82783
C 4.39896 0.85840 0.09089
H 3.54122 -3.13477 -2.38160
H 1.90552 -2.80453 -2.96819
H -0.08194 -3.51028 -1.63762
H -1.03372 -5.18927 -0.10433
H 0.46907 -6.65771 1.21330
H 2.92132 -6.43027 0.98714
H 3.87057 -4.74152 -0.53725
H 4.65579 -1.91765 -0.62092
H 3.44576 -2.40404 0.58519
H 3.91151 -1.32641 2.62852
H 4.55326 0.66014 3.93823
H 5.08739 2.78391 2.78837
H 4.96941 2.90850 0.31860
H 4.36229 0.92102 -0.99160
```

Okay, here come the Mulliken numbers, in e, for every atom: 3.039 -0.458 0.652 -0.236 -0.470 0.201 -0.037 0.073 -0.452 -0.550 0.371 -0.590 0.461 -0.609 0.415 -0.754 -0.064 0.783 -0.796 -0.592 0.405 0.539 0.064 -1.472 0.799 -0.834 -0.528 -0.295 -0.282 -0.797 1.332 -0.709 -0.748 0.289 -0.562 -0.868 0.371 -0.838 -0.724 0.362 0.326 0.345 0.362 0.528 0.643 0.552 -0.258 0.390 0.178 0.124 0.655 -0.477 0.453 -1.153 0.523 -0.137 -0.494 -0.636 -0.659 -0.389 -0.962 0.476 -0.177 -0.673 -0.444 -0.796 -0.349 0.711 0.478 0.329 0.436 0.423 0.405 0.416 0.579 0.354 0.348 0.392 0.406 0.435 0.446

***

(2)
Formula: C7H16BNO
Source: OMol25
Level of theory: the ωB97M-V functional and the def2-TZVPD basis

## Properties
Relative energy (zero: lowest compared OMol25 entry of this formula, charge and spin), kcal per mole: 24.5
HOMO, eV: -8.58
Lowest unoccupied orbital energy, eV: 0.754
Frontier orbital gap, eV: 9.332

Structure (XYZ):
```
26
C7H16BNO | OMol25 | the ωB97M-V functional and the def2-TZVPD basis
C -4.19080 -1.05425 -0.09622
C -3.19929 0.03151 -0.32087
C -1.84051 -0.24751 -0.16168
C -0.61238 0.65539 -0.60649
B 1.22113 0.43252 -0.19680
O 2.15572 0.66842 -1.07920
C 2.18635 1.02229 -2.46865
N 1.67989 0.02607 1.03022
C 3.07990 -0.12050 1.27424
C 0.85694 -0.39515 2.16792
H -5.17689 -0.70935 0.03730
H -4.24167 -1.71367 -0.93423
H -4.11144 -1.65088 0.76392
H -3.56437 0.94793 -0.77575
H -1.45446 -1.24535 0.29740
H -0.81273 0.75767 -1.76911
H -0.82264 1.75203 -0.36512
H 3.37422 1.10395 -2.53447
H 1.39645 1.89521 -2.61438
H 1.88752 0.15328 -3.06902
H 3.59600 -0.06490 0.33959
H 3.46609 0.64920 2.08565
H 3.18937 -1.05286 1.76275
H 1.01396 -1.47962 2.14387
H 1.10994 0.04304 3.10639
H -0.18631 -0.40446 1.98275
```

Okay, here come the natural (NBO) numbers, in e, for every atom: -0.646 -0.218 -0.170 -0.771 1.043 -0.740 -0.253 -0.684 -0.389 -0.402 0.209 0.212 0.216 0.201 0.187 0.221 0.224 0.209 0.200 0.182 0.226 0.170 0.180 0.181 0.194 0.219

***

(3)
Formula: C20H31N5O4
Source: OMol25
Level of theory: the ωB97M-V functional and the def2-TZVPD basis

## Properties
Relative energy (zero: lowest compared OMol25 entry of this formula, charge and spin), kcal per mole: 32.4
HOMO, eV: -8.55
Lowest unoccupied orbital energy, eV: 0.484
Frontier orbital gap, eV: 9.035

Structure (XYZ):
```
60
C20H31N5O4 | OMol25 | the ωB97M-V functional and the def2-TZVPD basis
C 5.23226 -4.86636 2.71282
C 4.16368 -4.78976 1.62525
C 4.57190 -5.63042 0.41765
C 3.82768 -3.35446 1.20930
N 4.91533 -2.56807 0.67450
N 5.98743 -2.15633 1.46915
C 6.91709 -1.60782 0.59990
C 8.15477 -0.97336 1.15409
C 9.14235 -0.75311 0.02162
O 9.20294 0.29883 -0.58725
N 9.90402 -1.82208 -0.30671
C 9.70311 -3.25780 -0.03931
C 10.22486 -3.56195 -1.46703
C 9.20899 -4.16464 -2.43228
N 9.32697 -5.61018 -2.60345
C 9.86639 -6.07518 -3.87055
C 8.84213 -6.41221 -1.62714
O 8.40829 -5.92301 -0.58577
C 8.87455 -7.90441 -1.90468
C 8.25559 -8.90013 -0.92559
O 8.18738 -10.06916 -1.26343
N 7.85511 -8.44623 0.27526
C 7.31919 -9.34750 1.24806
C 6.44358 -8.76900 2.31046
C 5.84997 -9.64369 1.23677
C 10.45139 -2.03974 -1.64596
C 6.54147 -1.80338 -0.67708
C 5.23905 -2.46541 -0.66701
O 4.54473 -2.88683 -1.57756
H 6.21598 -4.61870 2.31331
H 5.02107 -4.18281 3.53939
H 5.27675 -5.87443 3.12731
H 3.22769 -5.19002 2.03020
H 5.51561 -5.27352 -0.00311
H 4.71159 -6.67430 0.70588
H 3.82185 -5.58867 -0.37254
H 3.07883 -3.36292 0.41727
H 3.40364 -2.81314 2.06227
H 5.70291 -1.57515 2.25045
H 7.92937 0.00104 1.58889
H 8.57396 -1.61674 1.93106
H 10.32707 -3.63428 0.77140
H 8.66869 -3.55311 0.12551
H 11.14589 -4.14404 -1.48415
H 8.19480 -3.92416 -2.10291
H 9.34463 -3.72412 -3.42136
H 10.23295 -7.09347 -3.79747
H 9.12025 -6.02762 -4.66831
H 10.70817 -5.44144 -4.14921
H 8.40237 -8.10681 -2.86731
H 9.91361 -8.22364 -2.01767
H 7.93506 -7.45179 0.44923
H 7.98228 -10.16007 1.51374
H 6.53170 -9.16125 3.31332
H 6.24563 -7.70720 2.25304
H 5.26548 -9.16293 0.46461
H 5.53494 -10.64288 1.50079
H 9.84846 -1.55943 -2.42117
H 11.48856 -1.72608 -1.76090
H 7.08345 -1.52999 -1.56669
```

Okay, here come the natural (NBO) numbers, in e, for every atom: -0.611 -0.225 -0.613 -0.217 -0.275 -0.403 0.231 -0.537 0.692 -0.610 -0.434 -0.199 -0.243 -0.214 -0.424 -0.409 0.699 -0.670 -0.595 0.683 -0.631 -0.621 -0.058 -0.428 -0.415 -0.198 -0.400 0.619 -0.647 0.215 0.200 0.209 0.202 0.215 0.204 0.222 0.245 0.191 0.384 0.252 0.236 0.200 0.223 0.213 0.230 0.206 0.217 0.202 0.207 0.254 0.251 0.440 0.215 0.219 0.213 0.220 0.219 0.203 0.205 0.240

***

(4)
Formula: C5H10O2
Source: OMol25
Level of theory: the ωB97M-V functional and the def2-TZVPD basis

## Properties
Relative energy (zero: lowest compared OMol25 entry of this formula, charge and spin), kcal per mole: 150.6
HOMO (spin up / spin down), eV: -7.26 / -6.76
Lowest unoccupied orbital energy (spin up / spin down), eV: 0.967 / 0.979
Frontier orbital gap (spin up / spin down), eV: 8.227 / 7.740

Structure (XYZ):
```
17
C5H10O2 | OMol25 | the ωB97M-V functional and the def2-TZVPD basis
C 1.66783 -0.14286 0.91347
C 1.62761 0.35571 -1.34842
C -0.83008 0.49071 0.84410
C -1.21980 -0.30637 -0.63711
C -2.20934 0.33292 0.27285
O 2.04252 0.57561 -0.10262
O 1.49422 -1.48795 0.79417
H 0.83193 -1.64499 0.10321
H 2.03087 0.18669 1.87293
H 1.90630 1.14202 -2.02873
H 1.57777 -0.65506 -1.71615
H -0.69014 -0.00291 1.79648
H -0.42258 1.48851 0.77449
H -1.05412 0.15135 -1.59762
H -1.17195 -1.38509 -0.65459
H -2.70203 1.22929 -0.10010
H -2.87904 -0.32759 0.81366
```

Okay, here come the natural (NBO) numbers, in e, for every atom: 0.396 -0.242 -0.433 -0.413 -0.445 -0.400 -0.702 0.486 0.154 0.168 0.145 0.222 0.220 0.231 0.198 0.208 0.207

***

no.,molar mass (g mol⁻¹),electronic energy (eV)
1,960.11,-106747.322
2,141.02,-11730.888
3,405.50,-36883.220
4,102.13,-9436.511